(1)
{
  "formula": "C4H10OS",
  "method": "ωB97M-V with the def2-TZVPD basis set",
  "total_charge": -1,
  "e_tot_ha": -631.76622,
  "gap_ev": [3.10, 6.73],
  "relative_energy_kcal_mol": 2.0,
  "e_homo_ev": [0.51, -3.16],
  "multiplicity": 2,
  "symbols": ["C", "C", "S", "H", "H", "H", "H", "H", "H", "O", "C", "C", "H", "H", "H", "H"],
  "xyz": [[1.744, 0.739, -1.325], [1.735, 0.907, 0.171], [1.429, -0.776, 0.944], [2.662, 0.264, -1.672], [0.914, 0.150, -1.714], [1.724, 1.682, -1.886], [0.965, 1.512, 0.644], [2.657, 1.346, 0.571], [0.587, -0.303, 1.887], [-1.504, 0.965, 0.799], [-1.930, -0.232, 0.969], [-2.114, -1.227, -0.146], [-2.306, -0.530, 1.981], [-2.655, -0.753, -0.966], [-1.143, -1.672, -0.392], [-2.764, -2.072, 0.137]],
  "forces_ev_per_angstrom": [[0.100, 0.546, -0.883], [0.030, -0.649, 1.203], [0.398, 0.869, 0.188], [0.104, -0.261, 0.204], [-0.151, -0.028, 0.352], [-0.094, 0.162, 0.330], [-0.568, -0.027, -0.810], [0.201, -0.395, -0.348], [-0.030, -0.277, -0.332], [0.433, 0.381, -0.459], [-0.736, -0.606, 1.308], [-0.276, -0.106, 0.825], [0.031, 0.010, -0.417], [0.430, 0.112, -0.682], [-0.017, 0.140, -0.810], [0.144, 0.128, 0.332]]
}

(2)
{
  "formula": "C25H34FeN2O5P",
  "method": "ωB97M-V with the def2-TZVPD basis set",
  "total_charge": 0,
  "e_tot_ha": -3063.89150,
  "gap_ev": [8.08, 8.75],
  "relative_energy_kcal_mol": 2.9,
  "e_homo_ev": [-8.60, -8.67],
  "multiplicity": 2,
  "symbols": ["Fe", "N", "C", "C", "O", "N", "C", "C", "O", "O", "H", "H", "H", "H", "H", "H", "O", "C", "O", "C", "C", "C", "C", "C", "C", "H", "H", "H", "H", "H", "C", "C", "C", "C", "P", "C", "C", "C", "C", "C", "C", "C", "C", "C", "C", "H", "H", "H", "H", "H", "H", "H", "H", "H", "H", "H", "H", "H", "H", "H", "H", "H", "H", "H", "H", "H", "H", "H"],
  "xyz": [[-0.518, 0.789, 0.580], [-0.298, -0.374, 2.333], [-0.417, -1.796, 1.968], [-1.207, -1.894, 0.667], [-1.994, -2.792, 0.445], [-0.838, -0.885, -0.166], [-1.445, -0.838, -1.487], [-1.741, 0.614, -1.809], [-2.522, 1.039, -2.616], [-0.933, 1.423, -1.105], [0.376, -0.244, 3.075], [-1.198, -0.042, 2.680], [-0.865, -2.404, 2.750], [0.583, -2.179, 1.752], [-2.322, -1.477, -1.550], [-0.726, -1.174, -2.243], [-1.115, 2.530, 1.275], [-2.255, 2.118, 1.675], [-2.515, 0.882, 1.586], [-3.227, 3.085, 2.239], [-4.526, 2.666, 2.502], [-5.442, 3.560, 3.032], [-5.056, 4.866, 3.304], [-3.758, 5.284, 3.041], [-2.841, 4.394, 2.504], [-4.802, 1.643, 2.282], [-6.457, 3.241, 3.231], [-5.773, 5.564, 3.719], [-3.463, 6.304, 3.252], [-1.829, 4.703, 2.277], [3.632, 2.768, 2.470], [2.388, 1.892, 2.276], [2.775, 0.467, 2.705], [1.314, 2.470, 3.213], [1.613, 1.817, 0.559], [1.575, 3.533, -0.095], [2.698, 4.365, -0.034], [2.682, 5.636, -0.588], [1.543, 6.101, -1.228], [0.433, 5.277, -1.321], [0.444, 4.006, -0.763], [2.707, 0.896, -0.662], [2.190, 1.266, -2.061], [2.540, -0.620, -0.488], [4.186, 1.269, -0.570], [4.028, 2.550, 3.466], [3.387, 3.828, 2.445], [4.425, 2.565, 1.753], [2.922, 0.456, 3.789], [3.714, 0.156, 2.247], [2.029, -0.279, 2.445], [1.741, 2.561, 4.215], [0.423, 1.855, 3.273], [0.994, 3.460, 2.884], [3.615, 4.029, 0.421], [3.566, 6.257, -0.524], [1.527, 7.094, -1.658], [-0.457, 5.616, -1.836], [-0.429, 3.383, -0.865], [1.118, 1.097, -2.158], [2.707, 0.637, -2.791], [2.391, 2.309, -2.307], [1.491, -0.917, -0.505], [2.991, -0.990, 0.432], [3.041, -1.121, -1.321], [4.344, 2.340, -0.700], [4.722, 0.761, -1.377], [4.638, 0.956, 0.370]],
  "forces_ev_per_angstrom": [[-0.041, 0.170, 0.349], [-0.325, 0.279, -0.007], [0.041, 0.000, -0.045], [0.389, 0.228, -0.074], [0.046, -0.150, -0.056], [-0.286, -0.505, -0.045], [0.045, 0.017, -0.103], [0.514, 0.385, 0.329], [-0.098, -0.276, -0.220], [-0.483, -0.056, -0.176], [0.016, 0.078, -0.067], [-0.016, -0.212, 0.137], [-0.086, 0.029, -0.007], [0.017, -0.043, 0.070], [-0.088, 0.054, 0.016], [-0.056, -0.075, -0.057], [-0.100, 0.093, 0.589], [0.075, -0.305, -0.166], [0.083, 0.596, -0.181], [-0.021, -0.054, -0.035], [-0.012, 0.008, 0.044], [0.006, -0.003, -0.008], [-0.008, -0.004, 0.003], [0.005, 0.005, -0.008], [-0.007, 0.014, -0.029], [0.006, 0.007, -0.005], [0.007, 0.005, 0.002], [0.009, -0.002, -0.003], [0.000, -0.004, -0.003], [-0.004, -0.006, 0.005], [0.064, 0.039, -0.009], [-0.110, -0.046, -0.027], [0.019, 0.039, 0.021], [0.073, -0.028, 0.001], [0.092, -0.176, -0.276], [0.002, -0.033, 0.057], [0.071, -0.029, -0.085], [0.001, -0.016, 0.010], [-0.016, 0.000, -0.012], [0.006, 0.013, 0.013], [-0.063, 0.043, 0.091], [-0.030, -0.017, 0.009], [0.010, -0.003, -0.020], [0.038, 0.005, 0.021], [0.038, 0.008, -0.025], [-0.005, 0.012, -0.001], [0.005, -0.030, 0.009], [-0.012, 0.002, 0.032], [-0.013, -0.014, -0.010], [0.025, 0.025, -0.010], [0.174, -0.010, -0.060], [-0.009, 0.007, -0.009], [-0.090, -0.044, -0.009], [0.020, -0.005, -0.012], [-0.020, 0.015, -0.003], [-0.004, -0.004, 0.000], [0.000, -0.010, -0.007], [0.005, 0.000, 0.005], [0.000, -0.033, 0.021], [0.011, 0.015, 0.008], [0.010, 0.019, 0.005], [0.005, 0.003, 0.006], [0.018, 0.022, -0.012], [0.019, 0.008, 0.027], [0.034, 0.019, 0.019], [0.015, -0.035, -0.020], [-0.010, -0.004, 0.007], [-0.001, -0.029, -0.006]]
}

(3)
{
  "formula": "C34H37N6O4PdSe",
  "method": "ωB97M-V with the def2-TZVPD basis set",
  "total_charge": 1,
  "e_tot_ha": -4476.37947,
  "gap_ev": [6.84, 6.73],
  "relative_energy_kcal_mol": 55.4,
  "e_homo_ev": [-10.33, -10.30],
  "symbols": ["Pd", "C", "O", "C", "C", "C", "C", "C", "C", "N", "C", "N", "C", "C", "C", "C", "C", "C", "O", "C", "N", "C", "C", "C", "C", "C", "C", "O", "C", "H", "H", "H", "H", "H", "H", "H", "H", "H", "H", "H", "H", "H", "H", "H", "H", "H", "H", "H", "H", "H", "H", "O", "C", "C", "C", "C", "C", "C", "N", "H", "H", "H", "H", "H", "H", "H", "H", "H", "H", "H", "Se", "N", "C", "C", "C", "C", "C", "C", "N", "H", "H", "H", "H"],
  "xyz": [[-1.161, 0.697, 0.780], [6.024, -0.024, -3.283], [4.840, -0.219, -2.527], [4.583, -1.478, -2.080], [5.390, -2.582, -2.302], [5.038, -3.819, -1.777], [3.894, -3.955, -1.013], [3.089, -2.849, -0.777], [3.409, -1.613, -1.326], [2.669, -0.433, -1.092], [1.325, -0.309, -0.899], [0.568, -1.326, -1.358], [-0.769, -1.659, -1.137], [-1.640, -1.017, -0.271], [-2.953, -1.471, -0.168], [-3.389, -2.567, -0.888], [-2.515, -3.226, -1.742], [-1.216, -2.779, -1.873], [-0.274, -3.359, -2.670], [-0.711, -4.033, -3.846], [0.792, 0.713, -0.291], [1.509, 1.847, 0.119], [1.418, 2.264, 1.449], [2.110, 3.376, 1.905], [2.907, 4.092, 1.029], [2.984, 3.720, -0.306], [2.276, 2.622, -0.774], [2.269, 2.222, -2.073], [2.804, 3.111, -3.042], [6.034, 1.025, -3.567], [6.024, -0.639, -4.185], [6.915, -0.245, -2.690], [6.299, -2.491, -2.877], [5.680, -4.671, -1.957], [3.631, -4.911, -0.582], [2.222, -2.944, -0.138], [3.191, 0.418, -1.222], [1.046, -1.996, -1.943], [-3.668, -0.960, 0.470], [-4.411, -2.909, -0.798], [-2.863, -4.087, -2.294], [-1.428, -4.823, -3.626], [0.181, -4.475, -4.282], [-1.154, -3.323, -4.547], [0.837, 1.667, 2.144], [2.036, 3.675, 2.942], [3.481, 4.940, 1.377], [3.607, 4.288, -0.982], [2.522, 2.703, -4.008], [3.894, 3.165, -2.980], [2.385, 4.113, -2.929], [-1.433, 1.359, 3.050], [-2.060, 0.589, 3.799], [-1.789, 0.533, 5.278], [-1.092, -0.800, 5.680], [-1.150, -1.911, 4.624], [-2.560, -2.458, 4.387], [-3.573, -1.335, 4.113], [-2.993, -0.256, 3.328], [-2.732, 0.644, 5.814], [-1.161, 1.382, 5.532], [-1.537, -1.172, 6.604], [-0.042, -0.593, 5.887], [-0.514, -2.734, 4.953], [-0.728, -1.549, 3.682], [-2.889, -3.016, 5.266], [-2.533, -3.158, 3.548], [-3.928, -0.921, 5.055], [-4.440, -1.717, 3.577], [-3.059, -0.298, 2.323], [-1.391, 4.178, 0.697], [-2.039, 2.632, 0.123], [-3.106, 2.884, -0.627], [-3.909, 1.908, -1.268], [-4.984, 2.332, -1.986], [-5.300, 3.717, -2.119], [-4.548, 4.685, -1.534], [-3.426, 4.291, -0.755], [-2.619, 5.117, -0.109], [-3.643, 0.862, -1.180], [-5.617, 1.607, -2.481], [-6.164, 3.996, -2.708], [-4.770, 5.736, -1.647]],
  "forces_ev_per_angstrom": [[1.078, -2.054, -1.620], [0.102, 0.039, -0.063], [-0.041, 0.024, -0.004], [-0.039, -0.097, -0.037], [0.110, 0.050, -0.049], [-0.025, -0.056, 0.046], [0.008, -0.005, -0.023], [0.049, 0.157, -0.019], [-0.130, -0.114, 0.030], [0.026, 0.029, -0.008], [0.041, 0.101, 0.269], [0.225, -0.258, -0.085], [0.066, 0.151, 0.162], [0.305, 1.238, 0.535], [-0.017, 0.234, 0.248], [0.069, 0.007, -0.013], [-0.089, -0.089, -0.078], [-0.080, 0.080, 0.070], [-0.024, 0.027, 0.084], [0.004, -0.020, -0.066], [-1.259, -0.179, 0.358], [0.264, 0.050, 0.356], [0.164, -0.210, -0.132], [-0.037, 0.118, 0.058], [-0.017, -0.016, 0.030], [0.047, 0.043, -0.090], [-0.214, 0.039, 0.025], [-0.030, -0.084, 0.037], [0.070, 0.009, -0.078], [-0.005, -0.003, 0.016], [-0.025, 0.000, 0.017], [-0.025, -0.009, 0.010], [-0.023, 0.020, -0.002], [-0.011, 0.001, -0.011], [0.000, 0.006, -0.004], [-0.063, 0.007, 0.004], [-0.057, 0.090, 0.004], [0.054, -0.002, -0.006], [0.014, 0.061, -0.017], [0.005, 0.002, 0.037], [0.036, 0.031, -0.039], [0.056, -0.037, 0.048], [-0.015, 0.011, -0.016], [-0.022, -0.008, 0.037], [-0.001, 0.011, 0.017], [-0.003, -0.048, -0.003], [-0.032, 0.023, -0.002], [-0.034, 0.005, 0.008], [0.007, 0.003, 0.006], [-0.013, -0.013, 0.043], [-0.022, -0.023, -0.008], [-0.281, -0.407, 0.110], [0.193, 0.249, 0.032], [0.034, -0.127, 0.040], [0.007, -0.043, -0.163], [-0.150, -0.055, 0.192], [0.084, 0.142, -0.079], [0.197, -0.251, 0.110], [0.089, 0.177, 0.025], [-0.006, 0.035, 0.001], [-0.032, 0.039, -0.039], [0.050, 0.044, 0.047], [-0.019, 0.034, 0.055], [0.048, 0.022, -0.040], [0.041, -0.029, -0.004], [-0.042, -0.026, -0.027], [-0.041, 0.006, 0.000], [-0.088, 0.026, -0.044], [-0.035, 0.063, 0.013], [-0.119, -0.059, -0.090], [0.186, 0.033, 0.141], [-0.513, 0.295, -0.281], [0.322, 0.409, 0.260], [-0.283, -0.119, -0.211], [0.246, -0.300, 0.149], [-0.002, 0.419, 0.031], [-0.291, -0.044, -0.224], [0.332, -0.236, 0.220], [-0.322, 0.378, -0.273], [-0.048, 0.009, -0.047], [0.010, -0.011, -0.008], [0.009, -0.007, -0.012], [-0.026, -0.007, 0.032]]
}

(4)
{
  "formula": "C22H28ClN3O3",
  "method": "ωB97M-V with the def2-TZVPD basis set",
  "total_charge": 0,
  "e_tot_ha": -1704.54445,
  "gap_ev": 7.40,
  "relative_energy_kcal_mol": 505.0,
  "e_homo_ev": -7.03,
  "symbols": ["C", "C", "C", "N", "C", "C", "C", "C", "C", "C", "C", "H", "H", "H", "Cl", "H", "O", "C", "N", "C", "C", "H", "H", "C", "C", "O", "N", "H", "C", "H", "H", "C", "H", "C", "H", "H", "C", "H", "C", "H", "O", "H", "H", "C", "C", "H", "H", "H", "H", "H", "H", "H", "H", "H", "H", "H", "H"],
  "xyz": [[-0.162, 3.338, -1.842], [-0.496, 2.678, -0.602], [0.279, 2.373, 0.456], [-0.360, 1.843, 1.400], [-1.528, 1.840, 0.771], [-2.532, 1.026, 1.522], [-3.610, 0.776, 0.874], [-4.792, -0.009, 1.156], [-4.693, -0.456, 2.488], [-3.627, -0.130, 3.356], [-2.477, 0.321, 2.755], [-1.567, 0.667, 3.220], [-3.577, -0.311, 4.306], [-5.563, -1.094, 3.044], [-6.208, -0.320, 0.212], [-3.698, 1.027, -0.204], [-1.587, 2.296, -0.279], [1.958, 2.771, 0.736], [2.650, 1.546, 0.194], [2.657, 0.385, 1.181], [3.722, -0.535, 0.674], [4.819, -0.234, 1.064], [3.591, -1.558, 1.436], [3.716, -1.070, -0.562], [2.341, -2.009, -1.137], [2.117, -2.832, -0.092], [1.607, -1.513, -1.916], [1.694, -1.014, -2.562], [0.415, -2.300, -1.942], [0.068, -2.543, -2.993], [0.333, -3.322, -1.508], [-0.784, -1.324, -1.597], [-0.966, -0.582, -2.148], [-2.060, -2.013, -1.169], [-2.903, -1.415, -1.267], [-2.249, -3.198, -1.835], [-1.969, -2.530, 0.140], [-1.671, -3.707, 0.641], [-0.648, -1.817, 0.768], [-0.704, -1.361, 1.727], [-0.432, -0.773, -0.059], [0.386, -2.550, 1.073], [-2.677, -2.262, 0.903], [3.738, 0.411, -1.515], [2.696, 1.249, -1.252], [2.582, 2.268, -1.702], [1.537, 0.985, -1.257], [3.483, 0.184, -2.527], [4.603, 0.669, -1.511], [4.619, -1.692, -0.928], [2.641, 0.727, 2.080], [1.578, -0.038, 0.885], [1.880, 2.891, 1.650], [2.148, 3.677, 0.201], [0.702, 3.976, -1.748], [-0.966, 3.882, -1.954], [-0.054, 2.711, -2.808]],
  "forces_ev_per_angstrom": [[2.755, -2.772, -1.630], [11.081, 2.676, -2.927], [9.668, 4.680, -1.970], [-2.992, -1.216, 1.897], [-1.475, -8.741, 17.653], [1.464, -0.403, 0.637], [-7.609, -1.577, -7.234], [2.647, 0.040, 4.060], [-3.642, -1.492, 1.735], [0.863, 0.187, -6.864], [1.542, 3.869, 0.180], [0.198, -0.854, 1.193], [-0.259, -1.565, 5.307], [1.864, 1.708, -1.753], [0.854, 0.263, -0.087], [0.395, 0.760, 0.516], [-11.214, 1.611, -9.979], [-3.608, -4.909, -11.280], [2.468, 2.954, 3.833], [-3.399, -0.966, -10.308], [2.133, -2.917, 10.989], [-2.339, -0.172, -1.252], [0.324, 2.431, -1.627], [-0.438, -0.308, -10.942], [10.783, -2.824, 16.557], [0.324, 1.934, -5.615], [-9.026, -9.007, 4.837], [2.612, 10.086, -11.964], [-5.732, 0.653, -3.115], [1.027, 0.273, 0.347], [0.778, 1.438, 0.612], [2.202, -7.163, 9.273], [-0.660, 6.167, -4.480], [0.225, -5.177, -4.896], [-1.521, 1.027, -0.628], [0.343, 3.908, 1.100], [4.177, -3.480, 8.438], [-1.296, 2.711, -2.819], [1.779, -2.901, 1.081], [-1.138, 0.297, 1.085], [0.569, 1.171, -4.847], [-2.922, 1.654, -1.863], [-1.148, 0.388, -0.447], [-7.225, -9.179, -1.953], [-7.549, 5.432, 5.291], [1.027, -0.730, -0.316], [1.927, -1.058, -1.648], [0.660, -1.080, -1.443], [10.138, 3.925, 0.519], [-1.316, 1.181, 1.054], [0.503, 1.818, 5.660], [2.053, -0.150, 1.376], [0.396, 0.725, 8.957], [0.551, 0.437, -0.414], [0.256, 0.086, 0.083], [-4.031, 3.594, -1.578], [-0.046, 0.557, 1.607]]
}